Entry 1:
Computed, not measured: a molecular structure, C24H21ClIIrN3O, with ωB97M-V with the def2-TZVPD basis set.

The calculation puts the energy at -2028.32839 a.u. The calculation puts the energy relative to the best compared isomer or geometry (same formula, charge and spin) at 0.000 eV. Its total charge is +2. For the highest occupied orbital energy (spin up / spin down), the calculation gives -13.682 / -13.681 eV. Its frontier orbital gap (spin up / spin down) is 6.5 / 4.6 eV. As for the spin multiplicity: 2.

Last column: Mulliken spin population.
Element x y z (Å)
Ir  -1.04043  -0.70797  -0.20931  -0.01
C  -0.96684  -2.64352  -1.56887  0.00
C  -0.39010  -1.42130  -2.28853  0.00
C  1.10372  -1.18038  -2.26509  0.00
C  1.80280  -1.26085  -3.45523  0.00
C  3.17684  -1.05666  -3.46436  0.00
C  3.82146  -0.71516  -2.29087  0.00
C  3.14770  -0.59322  -1.07223  0.00
C  3.93081  -0.09492  0.11883  0.00
C  4.72830  -1.19958  0.81987  0.00
C  1.78419  -0.88615  -1.06836  0.00
N  0.95025  -0.84963  0.09033  0.00
C  1.27949  -1.08054  1.34086  0.00
C  0.24317  -1.08571  2.28569  0.00
C  0.13067  -1.31917  3.66071  0.00
C  -1.22561  -1.27203  3.96112  0.00
C  -1.91496  -1.01550  2.77040  0.00
N  -1.03448  -0.88208  1.77021  0.00
H  -2.00490  -2.83263  -1.82919  0.00
H  -0.91131  -2.61366  -0.41461  0.00
H  -0.36390  -3.53284  -1.74862  0.00
H  -1.01171  -0.43210  -2.01293  0.00
H  -0.72433  -1.37682  -3.32714  0.00
H  1.28197  -1.48502  -4.37817  0.00
H  3.73133  -1.13312  -4.38910  0.00
H  4.88238  -0.49642  -2.31147  0.00
H  3.27901  0.41593  0.83246  0.00
H  4.62612  0.66447  -0.24134  0.00
H  4.09013  -2.01167  1.17478  0.00
H  5.27780  -0.80023  1.67099  0.00
H  5.44832  -1.64476  0.13387  0.00
H  2.30360  -1.29798  1.61182  0.00
H  0.94232  -1.51452  4.34270  0.00
H  -1.68012  -1.40994  4.92764  0.00
H  -2.97867  -0.93246  2.60924  0.00
Cl  -4.43609  5.10835  0.64816  0.08
C  -4.04786  3.48463  0.37730  0.21
C  -5.06385  2.56588  0.17329  -0.08
C  -4.79792  1.22167  -0.06283  0.14
I  -6.30129  -0.13046  -0.35507  0.08
C  -3.44306  0.77049  -0.10058  0.17
O  -3.11176  -0.43521  -0.32135  0.25
C  -2.39566  1.74166  0.12932  0.09
N  -1.13001  1.25257  0.09523  0.02
C  -0.09961  2.06654  0.29096  -0.02
C  -0.29383  3.42777  0.52720  0.02
C  -1.56770  3.94392  0.56637  0.03
C  -2.66067  3.08650  0.36232  0.00
H  -6.08805  2.91288  0.19715  0.00
H  0.88527  1.62292  0.25775  0.00
H  0.56838  4.06053  0.68089  0.00
H  -1.73134  4.99751  0.74775  0.01


Entry 2:
Computed, not measured: C24H21F3N6O5 in the gas phase at a distorted geometry, with ωB97M-V with the def2-TZVPD basis set.

The calculation puts the energy at -1931.64451 a.u. As for the SMILES: CN(C(=O)COC(=O)Cn1c(C(F)(F)F)nc2ccccc21)c1c(N)n(Cc2ccccc2)c(=O)[nH]c1=O. For the highest occupied orbital energy, the calculation gives -8.746 eV. Its frontier orbital gap is 9.2 eV.

Last column: Mulliken charge in e.
Element x y z (Å)
C  0.67779  2.80991  1.87214  -1.14
N  0.90516  1.40224  1.60212  0.41
C  -0.09541  0.52389  1.77791  0.56
O  -1.24587  0.84331  2.00186  -0.66
C  0.25285  -0.96738  1.61496  -0.32
O  -0.86550  -1.57791  0.97801  -0.32
C  -1.12338  -1.10354  -0.23236  0.76
O  -0.35359  -0.45050  -0.88924  -0.39
C  -2.56473  -1.39781  -0.63947  -1.38
N  -3.39368  -0.49973  0.12546  0.31
C  -3.53624  0.86035  -0.01114  0.20
C  -2.91080  1.67014  -1.09644  0.64
F  -3.54781  2.82310  -1.28919  -0.29
F  -2.90330  1.03709  -2.28801  -0.29
F  -1.62440  1.98744  -0.84866  -0.23
N  -4.28016  1.40824  0.90011  -0.72
C  -4.64478  0.39006  1.73669  0.65
C  -5.43014  0.41095  2.88493  -0.89
C  -5.62540  -0.78360  3.54143  -0.45
C  -5.06029  -1.97580  3.07889  -0.76
C  -4.28181  -2.01859  1.94128  -1.01
C  -4.08160  -0.82036  1.27277  1.32
C  2.21848  1.02618  1.20926  -1.34
C  2.56472  1.09681  -0.12465  1.08
N  1.70685  1.57894  -1.05152  -0.24
N  3.82735  0.73762  -0.52401  0.09
C  4.17726  0.72372  -1.93807  -1.34
C  3.32782  -0.25357  -2.71278  0.24
C  2.80051  0.08978  -3.95196  -0.06
C  2.00752  -0.80638  -4.64769  -0.63
C  1.72610  -2.04869  -4.10683  -0.47
C  2.25267  -2.39924  -2.87492  -0.72
C  3.05275  -1.50886  -2.18331  -0.18
C  4.80003  0.31437  0.37541  0.55
O  5.91184  0.00108  0.01943  -0.65
N  4.40352  0.27106  1.68004  0.00
C  3.14129  0.57022  2.20734  0.68
O  2.91778  0.41478  3.38954  -0.69
H  1.25033  3.11202  2.75043  0.35
H  -0.38460  2.94874  2.06121  0.34
H  0.98237  3.40948  1.01448  0.35
H  0.34280  -1.43204  2.59666  0.38
H  1.15925  -1.12460  1.02645  0.33
H  -2.69022  -1.23264  -1.71176  0.32
H  -2.83319  -2.42188  -0.37666  0.56
H  -5.85568  1.33615  3.23613  0.45
H  -6.22417  -0.80694  4.43944  0.39
H  -5.23516  -2.88664  3.63174  0.40
H  -3.84149  -2.94428  1.60284  0.34
H  1.82977  1.29160  -2.01001  0.47
H  0.73850  1.62628  -0.76742  -0.06
H  4.08942  1.73431  -2.34810  0.32
H  5.22982  0.42230  -1.97687  0.45
H  3.01580  1.06090  -4.37606  0.40
H  1.60382  -0.52962  -5.60979  0.39
H  1.10028  -2.74386  -4.64550  0.42
H  2.04220  -3.37052  -2.45273  0.42
H  3.47237  -1.78790  -1.22724  0.40
H  5.10441  -0.04015  2.34341  0.26